[1]
C40H54As2BrF6MgN2O2S2Si | wB97M-V/def2-TZVPD

The geometry in XYZ format:
```
111
Properties=species:S:1:pos:R:3
C -0.86532 1.72956 -3.85506
H 1.18186 -3.99379 3.57909
H -0.56936 -5.63929 -0.77357
S -3.43937 -1.88782 -0.06880
H -1.45606 0.82476 -3.76510
C 0.90626 3.34476 1.97466
H 1.28495 4.92523 -4.15631
H 1.86575 3.05417 2.38076
C -3.00431 -3.51215 -0.19673
C -0.30259 2.07545 -5.07254
C 0.47121 3.22363 -5.17767
H 4.24613 -4.60808 1.78409
C 2.13631 -0.42577 -2.53733
H -5.05906 -3.93380 -0.62161
C -6.10607 2.85610 -1.54476
F -3.01915 1.83174 3.82632
C 3.93226 0.03407 4.43174
C -5.22308 3.43371 -2.44415
H 1.35325 -0.87270 -5.79934
C -3.86053 3.19572 -2.32623
C -3.39429 2.38032 -1.30151
H -6.32912 1.58415 0.17034
H 5.10763 -3.50650 4.67594
C 3.54963 -4.00708 2.37670
H -1.12019 -5.88014 0.86975
C 2.28582 -0.34645 -3.91681
H 0.91531 3.48689 -6.12888
H 3.13670 0.16867 -4.34127
H 5.82341 -0.10438 3.31483
H 2.16061 0.92287 5.40063
H 0.99310 1.92265 0.37383
F -0.75900 0.87821 3.71811
C -5.63777 2.03805 -0.52660
H 5.16597 0.56944 6.11770
C -4.11598 -4.46904 -0.55641
H 0.33903 -1.82966 6.35912
H 5.41033 1.50130 3.89967
H -2.76124 -2.79188 -4.93649
C -0.83104 3.07216 0.34484
N 1.13958 -1.07587 -1.95204
H 5.56961 -2.79530 1.09695
H 2.45493 1.50453 3.77097
C 0.41712 2.71363 0.84452
H 5.35100 -1.11982 5.65624
C -1.70117 -4.00827 0.01742
H 3.23722 -4.61566 3.22379
C -1.41480 -5.48118 -0.10299
H -5.59184 4.06418 -3.24193
H 0.12634 -2.58951 3.59649
H 2.67662 -3.80502 1.75287
C 0.68108 4.03180 -4.07111
H 1.90357 -3.67759 6.63626
C -4.27990 1.79672 -0.39831
H -3.16958 3.63525 -3.03717
C -1.09038 4.68682 2.09486
C 1.84650 -2.37036 4.92328
C -1.58821 4.05675 0.96312
Br 1.76153 -0.69360 2.03227
O -0.76710 -2.08455 -6.19929
H 6.09359 -2.25184 3.92316
H 4.04036 -1.98014 0.76360
Mg -1.28101 -0.77675 0.64325
H 3.05624 -4.14501 5.39463
H 0.52537 4.80563 3.49481
H 3.49782 2.02989 5.10004
C 0.22088 -1.63168 -2.72672
H 0.15258 -3.68322 4.97252
C 0.10621 3.69983 -2.85153
C 4.26343 -2.71475 2.80104
H -7.16812 3.03986 -1.64120
H -1.68157 5.44235 2.59405
H -2.15047 -2.37423 -3.37142
H 1.74168 -0.77081 6.42802
H 3.91538 -0.59182 6.53748
H -4.21872 -5.25850 0.18984
As -1.51850 2.05080 -1.11201
H 5.31360 -1.14361 1.64865
F -1.63044 -1.18845 2.77285
F -3.91686 -0.30547 3.02529
H -3.92934 -4.95395 -1.51836
C 0.77609 -3.20774 4.20927
As -2.36282 0.29359 3.45320
C 5.43413 -3.09616 3.71927
H -0.55245 -2.16782 -2.18481
H 4.56835 0.83857 2.49840
H 0.56084 -0.60867 5.11577
H 3.39436 -2.76325 6.44285
C 4.82666 -2.10564 1.50816
C -0.66238 2.54778 -2.74950
C 2.60807 -3.28625 5.89556
C 4.99459 0.58471 3.47109
F -2.15945 0.79233 1.70272
H 6.03607 -3.86443 3.22438
C 0.15008 4.32796 2.59962
H -3.91474 1.15614 0.39231
F -2.45315 -0.36352 5.02697
C -0.87181 -2.07300 -4.98560
C 1.09103 -1.32070 5.74881
H 2.86206 0.03873 -1.87761
H -2.25600 -6.06196 -0.46856
C 2.94258 1.18054 4.68987
H 0.26268 4.33313 -1.98477
O -1.17362 0.44633 -0.87250
H -0.46009 1.44173 -5.93526
Si 3.06091 -1.51814 3.70087
N -1.99463 -2.49965 -4.35574
H -2.57284 4.31214 0.58912
S -0.34874 -3.07324 0.42436
C 4.62432 -0.31180 5.75910
C 1.31433 -0.91846 -4.71893
C 0.23147 -1.54972 -4.11344
```

Results
2S+1 = 2
orbital gap (alpha / beta) = 7.547 / 7.297 eV
HOMO energy (alpha / beta) = -7.2 / -8.5 eV
electronic energy = -10747.6852 hartree

These are the Löwdin partial charges, in e, on atoms 1 to 99: number 1, C, carries -0.09; number 2, H, carries 0.06; number 3, H, carries 0.08; number 4, S, carries 0.72; number 5, H, carries 0.11; number 6, C, carries -0.07; number 7, H, carries 0.11; number 8, H, carries 0.09; number 9, C, carries -0.77; number 10, C, carries -0.07; number 11, C, carries -0.07; number 12, H, carries 0.09; number 13, C, carries -0.13; number 14, H, carries 0.05; number 15, C, carries -0.07; number 16, F, carries -0.21; number 17, C, carries -0.62; number 18, C, carries -0.08; number 19, H, carries 0.12; number 20, C, carries -0.09; number 21, C, carries -0.29; number 22, H, carries 0.11; number 23, H, carries 0.07; number 24, C, carries -0.10; number 25, H, carries 0.08; number 26, C, carries -0.05; number 27, H, carries 0.11; number 28, H, carries 0.10; number 29, H, carries 0.06; number 30, H, carries 0.06; number 31, H, carries 0.09; number 32, F, carries -0.24; number 33, C, carries -0.06; number 34, H, carries 0.09; number 35, C, carries -0.14; number 36, H, carries 0.09; number 37, H, carries 0.09; number 38, H, carries 0.11; number 39, C, carries -0.32; number 40, N, carries 0.08; number 41, H, carries 0.09; number 42, H, carries 0.03; number 43, C, carries -0.10; number 44, H, carries 0.07; number 45, C, carries -0.75; number 46, H, carries 0.07; number 47, C, carries -0.13; number 48, H, carries 0.11; number 49, H, carries 0.03; number 50, H, carries 0.06; number 51, C, carries -0.07; number 52, H, carries 0.09; number 53, C, carries -0.08; number 54, H, carries 0.10; number 55, C, carries -0.06; number 56, C, carries -0.61; number 57, C, carries -0.08; number 58, Br, carries 0.59; number 59, O, carries 0.05; number 60, H, carries 0.07; number 61, H, carries 0.05; number 62, Mg, carries 0.26; number 63, H, carries 0.07; number 64, H, carries 0.11; number 65, H, carries 0.09; number 66, C, carries -0.12; number 67, H, carries 0.09; number 68, C, carries -0.08; number 69, C, carries -0.63; number 70, H, carries 0.11; number 71, H, carries 0.11; number 72, H, carries 0.08; number 73, H, carries 0.07; number 74, H, carries 0.07; number 75, H, carries 0.08; number 76, As, carries 1.25; number 77, H, carries 0.05; number 78, F, carries -0.31; number 79, F, carries -0.22; number 80, H, carries 0.08; number 81, C, carries -0.11; number 82, As, carries 0.79; number 83, C, carries -0.09; number 84, H, carries 0.07; number 85, H, carries 0.07; number 86, H, carries 0.06; number 87, H, carries 0.07; number 88, C, carries -0.12; number 89, C, carries -0.30; number 90, C, carries -0.09; number 91, C, carries -0.11; number 92, F, carries -0.32; number 93, H, carries 0.09; number 94, C, carries -0.06; number 95, H, carries 0.08; number 96, F, carries -0.20; number 97, C, carries -0.51; number 98, C, carries -0.10; number 99, H, carries 0.11

***

[2]
C40H54KN8Se | wB97M-V/def2-TZVPD

The geometry in XYZ format:
```
104
Properties=species:S:1:pos:R:3
C -0.04225 1.98544 2.63934
H -1.95764 -0.82811 -5.12298
C 3.67957 2.55629 -2.62236
H -5.21395 -1.68009 1.24341
C -1.09235 5.75194 -1.46592
H -0.58808 -2.38026 2.79135
H -1.40955 4.45420 4.52972
C 4.05869 -1.37915 1.84250
H 1.11791 0.03797 -3.13893
H 1.63259 -2.04291 3.95407
C 1.62450 1.97659 1.02903
H 5.44756 2.54054 -1.35438
H -2.71785 -4.47029 1.27097
H -0.69343 3.86463 0.96096
H -3.12628 -0.39627 -3.86191
H -2.47466 3.72918 -5.83093
C 3.63826 2.19721 -0.27459
C 1.51236 2.14012 -1.52806
H -1.41402 2.64683 6.20723
K 0.32120 -0.52606 -0.29828
H 2.33374 2.16076 1.84951
C -0.54925 3.25608 2.97915
C 0.32950 -0.53055 -3.63300
C -1.84411 2.01019 -4.70388
H 1.52021 6.38463 -2.00718
C -3.13418 -2.13767 -0.24600
C 5.21669 -0.67856 -0.48510
C 0.32962 -0.48244 3.25628
H -1.52824 -3.14478 -0.08224
H -1.84216 1.52891 -0.19858
H 4.15265 2.11405 0.67700
H 1.81991 2.51078 -3.64167
H -0.61185 0.40615 5.58018
C -4.86086 -2.69598 1.38816
H -4.90348 1.11533 -1.52754
C -2.12650 -0.79550 -4.04326
H 1.55732 4.55147 1.68971
N -1.89596 -2.28476 -0.47804
C -1.80178 5.28502 2.11714
C 2.31808 2.42044 -2.68418
Se 2.02951 -3.11464 0.70120
H -1.58468 6.33226 -2.25007
H 2.12373 -0.42056 4.49031
C -0.60083 4.35809 1.93348
H -1.85566 5.16349 -0.95172
H 0.64189 5.96001 1.14917
C -1.02609 3.47736 4.26301
H 3.75178 -1.88740 -1.46657
H 5.58758 -0.13847 2.67768
H -2.34287 1.31462 -5.36703
H -1.69656 5.90748 3.00922
C -0.47755 2.42632 -2.73691
H -3.51767 2.06949 -1.62952
N 0.18854 1.96101 -1.60125
H -1.39023 5.32189 -4.28468
N -4.00526 -3.09669 0.27661
H 0.66326 6.26721 -3.54961
C -0.00602 4.84413 -2.04652
C -0.08341 0.94201 3.57892
H -4.62888 -1.11630 -1.17146
H 0.85790 5.65323 2.88172
N 0.38780 1.78518 1.30612
C -0.57856 1.20887 4.85312
C -0.60493 3.81344 -2.98861
H -1.56011 -0.97341 2.30033
C -1.92840 3.36914 -4.96755
N -3.89654 1.13638 -1.56828
H -4.25988 -5.11252 0.67859
C 4.12263 -1.52569 -0.51568
C 3.50187 -1.92144 0.67649
N -3.81476 -0.96141 -0.60184
H -1.25522 -0.07772 -2.26281
C 4.37172 2.44737 -1.40373
C 2.23885 2.03279 -0.28379
N 5.75953 -0.18068 0.62829
C 1.07925 5.68521 -2.72229
H -1.47587 -1.43361 4.01137
C -1.03656 2.46295 5.20886
H 1.87540 5.05224 -3.11301
H 0.86341 -0.52109 2.30867
H -2.72862 4.71528 2.20904
C -3.44726 -4.42315 0.45129
C -1.06245 0.03544 -3.32908
C -1.13827 1.52496 -3.61113
H -2.96295 -4.74876 -0.46802
H 5.68329 -0.37631 -1.41861
H 0.45023 4.30619 -1.21488
H 0.39898 -1.57597 -3.31747
C 5.15778 -0.54120 1.76349
H -0.66420 6.45817 -0.75059
C -1.31518 4.25557 -4.09795
C -3.21774 0.30035 -0.68584
C 0.69372 5.17739 1.91086
H 3.64420 -1.62389 2.81162
H -5.71926 -3.36661 1.44437
H 4.22513 2.75000 -3.54041
C 1.27026 -1.07567 4.30668
H -4.31888 -2.74115 2.34110
N -2.16172 0.56829 -0.04344
H -1.89315 5.95695 1.26403
C -0.90612 -1.37495 3.07907
H -2.08975 -1.82075 -3.66846
H 0.52084 -0.49149 -4.70896
H 0.75365 -1.23733 5.25593
```

Results
net charge = -1
2S+1 = 1
orbital gap = 5.919 eV
HOMO energy = -4.0 eV
electronic energy = -4996.2028 hartree

These are the Löwdin partial charges, in e, on atoms 1 to 99: number 1, C, carries -0.16; number 2, H, carries 0.07; number 3, C, carries -0.10; number 4, H, carries 0.08; number 5, C, carries -0.07; number 6, H, carries 0.06; number 7, H, carries 0.10; number 8, C, carries -0.14; number 9, H, carries 0.06; number 10, H, carries 0.06; number 11, C, carries -0.14; number 12, H, carries 0.09; number 13, H, carries 0.09; number 14, H, carries 0.11; number 15, H, carries 0.06; number 16, H, carries 0.09; number 17, C, carries -0.08; number 18, C, carries -0.30; number 19, H, carries 0.09; number 20, K, carries 0.54; number 21, H, carries 0.14; number 22, C, carries -0.13; number 23, C, carries -0.05; number 24, C, carries -0.06; number 25, H, carries 0.08; number 26, C, carries -0.45; number 27, C, carries -0.19; number 28, C, carries -0.38; number 29, H, carries 0.04; number 30, H, carries 0.05; number 31, H, carries 0.10; number 32, H, carries 0.11; number 33, H, carries 0.10; number 34, C, carries -0.07; number 35, H, carries 0.09; number 36, C, carries -0.09; number 37, H, carries 0.07; number 38, N, carries 0.15; number 39, C, carries -0.08; number 40, C, carries -0.05; number 41, Se, carries 0.41; number 42, H, carries 0.07; number 43, H, carries 0.08; number 44, C, carries -0.37; number 45, H, carries 0.07; number 46, H, carries 0.07; number 47, C, carries -0.05; number 48, H, carries 0.09; number 49, H, carries 0.09; number 50, H, carries 0.09; number 51, H, carries 0.07; number 52, C, carries -0.21; number 53, H, carries 0.10; number 54, N, carries 0.04; number 55, H, carries 0.10; number 56, N, carries -0.17; number 57, H, carries 0.07; number 58, C, carries -0.37; number 59, C, carries -0.13; number 60, H, carries 0.14; number 61, H, carries 0.08; number 62, N, carries 0.06; number 63, C, carries -0.05; number 64, C, carries -0.15; number 65, H, carries 0.06; number 66, C, carries -0.10; number 67, N, carries 0.15; number 68, H, carries 0.08; number 69, C, carries -0.14; number 70, C, carries -0.76; number 71, N, carries 0.12; number 72, H, carries 0.06; number 73, C, carries -0.12; number 74, C, carries -0.16; number 75, N, carries 0.03; number 76, C, carries -0.05; number 77, H, carries 0.08; number 78, C, carries -0.09; number 79, H, carries 0.07; number 80, H, carries 0.07; number 81, H, carries 0.09; number 82, C, carries -0.08; number 83, C, carries -0.39; number 84, C, carries -0.14; number 85, H, carries 0.09; number 86, H, carries 0.10; number 87, H, carries 0.11; number 88, H, carries 0.08; number 89, C, carries -0.19; number 90, H, carries 0.06; number 91, C, carries -0.06; number 92, C, carries -0.53; number 93, C, carries -0.05; number 94, H, carries 0.07; number 95, H, carries 0.08; number 96, H, carries 0.10; number 97, C, carries -0.07; number 98, H, carries 0.09; number 99, N, carries 0.11